1.
{
  "formula": "C2H2N2S3",
  "method": "wB97M-V/def2-TZVPD",
  "smiles": "N#CSC(=S)SN",
  "lumo_ha": -0.0206,
  "total_charge": 0,
  "gap_ev": 8.613,
  "e_homo_ev": -9.17,
  "e_above_lowest_ev": 1.1016,
  "spin_multiplicity": 1,
  "total_energy_ha": -1381.4431,
  "fmax_ha_per_bohr": 0.014,
  "elements": ["N", "C", "S", "C", "S", "S", "N", "H", "H"],
  "xyz": [[4.255, -2.423, 0.013], [4.236, -1.277, 0.003], [4.270, 0.407, -0.006], [2.532, 0.803, -0.002], [2.068, 2.354, 0.006], [1.453, -0.575, -0.009], [-0.015, 0.237, -0.004], [-0.564, 0.060, -0.835], [-0.554, 0.069, 0.835]],
  "mulliken_charge": [-0.35, 0.33, -0.04, 0.15, -0.19, 0.06, -0.46, 0.25, 0.25]
}



2.
{
  "formula": "C24H72O32P8",
  "method": "wB97M-V/def2-TZVPD",
  "smiles": "COP(=O)(OC)OC.COP(=O)(OC)OC.COP(=O)(OC)OC.COP(=O)(OC)OC.COP(=O)(OC)OC.COP(=O)(OC)OC.COP(=O)(OC)OC.COP(=O)(OC)OC",
  "lumo_ha": 0.0179,
  "total_charge": 0,
  "gap_ev": 10.667,
  "e_homo_ev": -10.18,
  "e_above_lowest_ev": 2.6935,
  "spin_multiplicity": 1,
  "total_energy_ha": -6096.8056,
  "fmax_ha_per_bohr": 0.076,
  "elements": ["C", "O", "P", "O", "O", "C", "O", "C", "H", "H", "H", "H", "H", "H", "H", "H", "H", "C", "O", "P", "O", "O", "C", "O", "C", "H", "H", "H", "H", "H", "H", "H", "H", "H", "C", "O", "P", "O", "O", "C", "O", "C", "H", "H", "H", "H", "H", "H", "H", "H", "H", "C", "O", "P", "O", "O", "C", "O", "C", "H", "H", "H", "H", "H", "H", "H", "H", "H", "C", "O", "P", "O", "O", "C", "O", "C", "H", "H", "H", "H", "H", "H", "H", "H", "H", "C", "O", "P", "O", "O", "C", "O", "C", "H", "H", "H", "H", "H", "H", "H", "H", "H", "C", "O", "P", "O", "O", "C", "O", "C", "H", "H", "H", "H", "H", "H", "H", "H", "H", "C", "O", "P", "O", "O", "C", "O", "C", "H", "H", "H", "H", "H", "H", "H", "H", "H"],
  "xyz": [[-14.713, 1.808, 15.738], [-14.306, 1.458, 17.005], [-12.902, 0.722, 17.124], [-11.766, 1.473, 16.618], [-12.830, 0.337, 18.664], [-12.706, 1.276, 19.739], [-13.323, -0.736, 16.609], [-12.410, -1.848, 16.675], [-14.067, 2.573, 15.339], [-15.780, 2.165, 15.868], [-14.800, 0.922, 15.054], [-13.678, 1.573, 20.078], [-12.027, 2.000, 19.388], [-12.334, 0.647, 20.577], [-11.493, -1.512, 16.393], [-12.726, -2.554, 15.977], [-12.409, -2.212, 17.753], [-18.430, 1.638, 24.431], [-17.511, 2.285, 25.304], [-16.833, 3.714, 24.903], [-16.208, 3.743, 23.609], [-17.807, 4.932, 25.143], [-18.650, 5.384, 24.087], [-15.925, 3.906, 26.161], [-16.444, 3.806, 27.473], [-19.454, 1.945, 24.585], [-18.205, 0.614, 24.607], [-18.324, 1.794, 23.352], [-19.439, 4.639, 23.811], [-18.063, 5.538, 23.197], [-19.212, 6.320, 24.322], [-17.157, 3.009, 27.612], [-16.953, 4.743, 27.579], [-15.603, 3.683, 28.173], [-18.359, 7.758, 21.123], [-17.930, 7.344, 19.815], [-16.468, 6.859, 19.459], [-15.547, 7.825, 18.862], [-16.024, 6.363, 20.882], [-14.909, 5.494, 21.067], [-16.917, 5.536, 18.656], [-15.853, 4.885, 17.866], [-17.678, 8.294, 21.690], [-18.760, 6.880, 21.696], [-19.253, 8.404, 21.058], [-13.979, 5.966, 20.807], [-15.045, 4.580, 20.473], [-14.910, 5.207, 22.089], [-14.898, 5.483, 17.818], [-16.230, 4.685, 16.835], [-15.501, 3.939, 18.388], [-16.534, -6.533, 21.630], [-15.669, -5.534, 21.106], [-16.127, -4.744, 19.811], [-15.206, -3.698, 19.505], [-16.207, -5.764, 18.628], [-14.982, -5.979, 17.878], [-17.668, -4.405, 20.078], [-18.711, -4.495, 19.069], [-17.527, -6.075, 21.817], [-16.087, -6.854, 22.549], [-16.602, -7.356, 20.913], [-15.197, -6.640, 17.058], [-14.098, -6.219, 18.490], [-14.708, -5.053, 17.453], [-18.834, -5.488, 18.771], [-18.500, -3.859, 18.236], [-19.483, -4.008, 19.688], [-22.053, 4.574, 11.259], [-23.003, 3.465, 11.459], [-22.456, 2.434, 12.509], [-21.172, 2.751, 13.026], [-23.706, 2.212, 13.425], [-24.411, 3.270, 13.934], [-22.487, 1.064, 11.697], [-21.867, -0.037, 12.147], [-21.687, 5.086, 12.177], [-22.603, 5.425, 10.818], [-21.285, 4.113, 10.596], [-25.022, 3.728, 13.103], [-23.786, 3.977, 14.522], [-25.199, 2.888, 14.619], [-21.831, -0.766, 11.315], [-22.332, -0.500, 13.061], [-20.869, 0.133, 12.463], [-21.811, 4.460, 16.899], [-20.437, 4.566, 16.469], [-19.962, 5.708, 15.538], [-21.042, 6.086, 14.624], [-19.555, 6.790, 16.560], [-18.586, 7.833, 16.289], [-18.574, 5.453, 14.757], [-18.584, 4.731, 13.566], [-21.853, 4.028, 17.870], [-22.247, 3.880, 16.100], [-22.231, 5.474, 16.949], [-18.893, 8.342, 15.424], [-17.612, 7.447, 16.155], [-18.584, 8.552, 17.077], [-19.539, 4.179, 13.373], [-17.805, 3.962, 13.597], [-18.475, 5.399, 12.740], [-19.230, 4.026, 19.952], [-20.713, 3.975, 20.164], [-21.239, 3.045, 21.250], [-20.438, 3.149, 22.461], [-22.758, 3.496, 21.312], [-23.030, 4.841, 21.832], [-21.345, 1.605, 20.570], [-20.998, 0.565, 21.507], [-18.987, 5.047, 19.796], [-19.059, 3.503, 19.009], [-18.759, 3.641, 20.858], [-24.089, 4.831, 21.922], [-22.523, 5.592, 21.167], [-22.616, 5.005, 22.840], [-20.150, 0.909, 22.120], [-20.717, -0.343, 21.005], [-21.773, 0.449, 22.211], [-19.629, 1.004, 17.825], [-18.263, 0.592, 18.016], [-17.861, -0.666, 18.856], [-18.810, -1.179, 19.856], [-17.566, -1.769, 17.764], [-16.571, -1.527, 16.765], [-16.404, -0.225, 19.420], [-16.250, -0.625, 20.800], [-19.909, 1.498, 18.776], [-20.206, 0.125, 17.580], [-19.590, 1.774, 17.017], [-15.701, -1.156, 17.232], [-16.917, -0.792, 16.024], [-16.380, -2.505, 16.281], [-16.227, -1.734, 20.871], [-17.038, -0.146, 21.357], [-15.305, -0.286, 21.173]],
  "mulliken_charge": [-0.73, 0.74, 0.42, -0.73, -0.18, -0.75, -0.37, -0.83, 0.35, 0.03, 0.34, 0.18, 0.43, 0.25, 0.42, 0.27, 0.26, -0.49, -0.43, 1.02, -0.41, -0.37, -0.11, -0.44, -0.68, 0.31, 0.42, 0.00, 0.21, -0.11, 0.32, 0.29, 0.27, 0.22, -0.46, -0.22, 0.65, -0.81, -0.24, -0.49, 0.50, -0.74, 0.43, -0.10, 0.30, 0.33, 0.09, 0.19, 0.42, 0.16, 0.13, -0.66, -0.41, 0.98, -0.52, -0.28, -0.64, -0.20, -0.49, 0.25, 0.26, 0.28, 0.29, 0.31, 0.17, 0.35, 0.14, 0.21, -0.40, -0.34, 0.84, -0.42, -0.28, -0.51, -0.42, -0.70, 0.10, 0.26, 0.28, 0.25, 0.21, 0.28, 0.25, 0.26, 0.29, -0.22, 0.59, 0.43, -0.78, -0.22, -0.85, -0.28, -0.21, -0.08, -0.11, 0.38, 0.46, 0.28, 0.23, -0.03, 0.21, 0.29, -0.44, 0.18, 0.59, -0.50, -0.46, -0.63, -0.36, -0.62, 0.03, 0.08, 0.50, 0.29, 0.23, 0.24, 0.08, 0.19, 0.48, -0.49, -0.08, 0.23, -0.85, -0.14, -0.80, 0.66, -0.57, -0.02, 0.41, 0.13, 0.32, 0.21, 0.33, -0.02, 0.30, 0.20]
}



3.
{
  "formula": "C5H7NO3",
  "method": "wB97M-V/def2-TZVPD",
  "lumo_ha": [0.0164, -0.0959],
  "total_charge": 0,
  "s_squared": 2.01,
  "gap_ev": [6.128, 7.994],
  "e_homo_ev": [-5.68, -10.60],
  "e_above_lowest_ev": 3.7909,
  "spin_multiplicity": 3,
  "total_energy_ha": -474.9145,
  "fmax_ha_per_bohr": 0.108,
  "elements": ["C", "C", "C", "C", "C", "N", "O", "O", "O", "H", "H", "H", "H", "H", "H", "H"],
  "xyz": [[-2.673, -1.091, -1.395], [-2.513, -0.197, -0.583], [-2.349, 0.989, 0.275], [2.601, -0.881, 0.565], [1.287, -0.183, 0.920], [0.838, 0.762, 0.217], [-2.391, 1.020, 1.460], [-2.311, 2.084, -0.558], [2.863, -0.781, -0.841], [-2.900, -2.034, -1.838], [2.745, -1.943, 0.793], [3.330, -0.318, 1.041], [1.244, 0.960, -0.614], [0.953, -0.347, 1.906], [-2.641, 2.801, -0.116], [1.916, -0.839, -1.233]],
  "mulliken_charge": [0.08, -0.15, 0.22, -0.20, -0.35, -0.37, -0.47, -0.43, -0.55, 0.41, 0.23, 0.29, 0.23, 0.44, 0.32, 0.30]
}



4.
{
  "formula": "C3H3NO4",
  "method": "wB97M-V/def2-TZVPD",
  "smiles": "O=C1CO/C(=N\\O)O1",
  "lumo_ha": -0.0107,
  "total_charge": 0,
  "gap_ev": 9.459,
  "e_homo_ev": -9.75,
  "e_above_lowest_ev": 5.1644,
  "spin_multiplicity": 1,
  "total_energy_ha": -471.6834,
  "fmax_ha_per_bohr": 0.169,
  "elements": ["O", "C", "C", "O", "C", "N", "O", "O", "H", "H", "H"],
  "xyz": [[1.300, 0.845, -2.219], [0.763, 0.846, -1.075], [1.483, 0.488, 0.128], [0.559, -0.273, 0.872], [-0.613, -0.075, 0.275], [-1.644, -0.731, 0.636], [-1.382, -1.553, 1.840], [-0.679, 0.632, -0.909], [1.651, 1.360, 0.537], [2.369, -0.168, -0.103], [-0.698, -0.839, 2.473]],
  "mulliken_charge": [-0.49, 0.47, -0.16, -0.39, 0.72, -0.41, -0.38, -0.28, 0.28, 0.27, 0.37]
}